# 1
C15H21Cl3NO2Pt as an isolated structure in a non-equilibrium geometry. Source: OMol25; level of theory: ωB97M-V/def2-TZVPD.

```
43
Properties=species:S:1:pos:R:3:forces:R:3:mulliken_spin:R:1
Pt 0.134984 0.105160 0.188625 -0.7 0.1 -0.1 1.562
Cl -2.297374 0.094314 0.788956 -0.1 -0.1 0.0 0.302
Cl 0.348818 -2.117627 0.967118 -0.1 -1.8 0.8 0.195
Cl 0.169515 2.436159 0.190822 -0.2 1.1 0.3 0.306
O 1.190549 0.404788 1.971145 0.6 0.9 0.2 0.351
O 2.778920 4.091918 0.169767 1.1 0.3 0.0 0.017
N 0.675211 -0.025124 3.137546 0.0 -1.1 -0.3 0.293
C -0.618000 0.797028 -2.282609 0.3 -1.0 -0.1 0.263
C -1.083727 -2.886833 -1.832048 -0.1 -0.4 0.2 -0.041
C -1.082715 2.144469 -2.675448 0.0 0.4 0.2 -0.035
C -0.454602 0.540304 3.660841 -1.1 1.8 1.0 0.178
C 1.301503 -0.858027 5.262187 1.0 0.2 -1.2 -0.050
C 1.968828 -1.874240 -1.744065 0.2 -0.3 0.1 0.007
C 0.751867 -1.030677 -1.759621 -0.8 1.2 -0.6 0.098
C 1.980111 1.208210 -2.228781 0.1 0.4 0.2 -0.001
C 0.756936 0.413557 -1.973168 -0.8 -1.3 -0.9 0.308
C 1.480032 -0.834248 3.895686 0.4 -0.2 1.3 0.153
C 0.330153 -0.043077 5.848878 -0.3 0.0 1.4 0.340
C -2.914470 -0.381697 -2.310655 -0.3 0.0 0.0 0.030
C -0.590733 0.621001 5.038941 -0.2 0.1 -1.7 -0.048
C -0.613597 -1.488584 -1.913233 0.4 0.8 -0.3 0.229
C -1.432292 -0.360603 -2.191743 0.7 0.3 0.0 0.283
H -1.380821 -3.256840 -2.824056 0.0 0.0 0.1 0.027
H 3.692132 4.228191 0.517709 -0.9 -0.1 -0.3 0.000
H 1.854692 -2.701433 -1.036621 0.1 0.1 -0.1 0.002
H -1.962760 2.432405 -2.083767 0.2 0.0 -0.1 0.011
H 2.326409 -1.306257 3.400992 -0.5 0.1 -0.1 0.018
H -3.342517 -1.169821 -1.675070 0.1 0.2 -0.2 0.005
H -3.340848 0.575666 -1.978743 0.1 -0.3 -0.1 0.004
H -1.400123 1.226589 5.447617 0.1 -0.3 -0.1 0.004
H 2.828505 0.774298 -1.694002 0.0 0.2 -0.1 0.016
H -0.299126 2.884285 -2.488198 -0.2 -0.1 0.0 0.002
H -3.222460 -0.562485 -3.350489 0.0 0.0 0.1 0.016
H -1.361982 2.172367 -3.738466 0.0 -0.1 0.1 0.023
H 2.211625 1.209189 -3.302399 0.0 0.0 0.0 0.013
H -1.955680 -2.963088 -1.167199 0.2 0.0 -0.1 0.012
H 1.860200 2.238366 -1.881411 0.2 0.0 0.1 -0.003
H -1.124715 1.088432 2.967012 0.7 -0.7 0.5 0.044
H 2.050245 -1.360912 5.863984 -0.2 -0.2 0.0 0.003
H 0.289405 0.084525 6.923198 0.0 -0.1 0.1 0.048
H 2.840035 -1.285312 -1.447889 -0.1 -0.1 0.0 0.005
H -0.298229 -3.534183 -1.432094 -0.2 0.1 0.0 0.001
H 2.154092 -2.285752 -2.745748 0.0 0.1 0.1 0.009
```
Forces are in eV/Å.

Values from the calculation:
M: 548.8 g/mol
Multiplicity: 6
HOMO (spin up / spin down): 0.8 / 0.2 eV
Electronic energy: -2289.06439 Ha
Net charge: -2
HOMO-LUMO gap (spin up / spin down): 3.8 / 3.6 eV

# 2
A single C15H21ClN2O2 molecule. Source: OMol25; level of theory: ωB97M-V/def2-TZVPD.

```
41
Properties=species:S:1:pos:R:3:forces:R:3:lowdin_charge:R:1
Cl -6.482616 1.000845 -0.219259 -0.2 0.1 0.0 0.644
O 2.967280 0.392903 -1.714020 0.0 0.0 0.0 0.107
O 2.415988 0.916536 0.401010 -0.1 0.2 0.4 -0.005
N -1.062879 -1.335883 -0.158381 0.3 -0.1 -0.1 -0.092
N 1.755348 -2.055738 0.066297 0.0 0.1 0.1 -0.145
C 0.931794 -1.652848 1.198246 -0.1 0.0 0.4 -0.158
C 2.073474 2.269119 0.039156 -0.2 0.6 -0.3 -0.399
C 3.227553 3.188779 0.417513 -0.2 -0.4 -0.1 -0.030
C -0.527720 -2.043493 0.982680 0.2 -0.1 0.2 -0.140
C 3.010835 -1.329404 -0.018631 0.0 -0.1 -0.1 -0.083
C 2.828298 0.086511 -0.556333 0.2 -0.4 -0.2 -0.485
C -2.665096 0.220587 -1.075482 0.2 -0.1 0.0 -0.027
C 0.785480 2.627300 0.768919 0.3 -0.3 -0.2 -0.029
C -4.891290 0.313446 -0.202153 0.1 0.0 0.0 -0.694
C -0.134127 -1.098339 -1.241793 0.2 0.1 -0.2 -0.137
C 1.001936 -2.119811 -1.175860 -0.2 -0.1 -0.2 -0.147
C -3.316484 -1.239969 0.711679 0.1 0.0 0.0 -0.025
C -2.320046 -0.792639 -0.168616 -0.3 0.1 0.0 -0.229
C -4.581797 -0.690939 0.699439 0.0 0.1 -0.1 -0.111
C -3.933350 0.764259 -1.093676 -0.2 -0.1 0.1 -0.111
H 0.938837 2.564303 1.843454 0.0 0.0 0.1 0.087
H -4.175566 1.545204 -1.797594 0.0 0.1 -0.1 0.104
H -5.333377 -1.051453 1.384414 -0.1 0.0 0.0 0.104
H 1.678291 -1.960426 -2.016165 -0.1 0.0 0.0 0.126
H 1.317999 -2.155957 2.091642 -0.1 0.1 0.0 0.127
H 4.129987 2.892797 -0.112225 0.1 0.0 0.0 0.084
H 1.921891 2.294538 -1.047679 0.0 0.0 0.3 0.141
H -0.603766 -3.131173 0.849471 0.0 0.0 0.1 0.130
H 3.674609 -1.870656 -0.697231 0.0 0.2 0.1 0.133
H -1.934969 0.601155 -1.770931 0.1 0.0 -0.1 0.099
H 0.285792 -0.082514 -1.197245 -0.1 0.0 -0.1 0.115
H 0.489107 3.640166 0.512646 0.0 0.1 0.0 0.085
H -0.018759 1.948990 0.491453 -0.1 -0.1 0.0 0.071
H -0.656520 -1.205680 -2.197776 0.1 0.1 0.0 0.131
H 3.412884 3.132875 1.487622 0.0 0.0 0.1 0.085
H 3.452329 -1.293998 0.978484 0.1 0.0 0.0 0.132
H 0.976467 -0.568508 1.373475 -0.1 -0.2 0.0 0.116
H 2.984629 4.213250 0.150873 0.0 0.1 0.0 0.084
H -1.089262 -1.764344 1.876257 0.1 -0.1 -0.1 0.119
H -3.112401 -2.043100 1.401362 0.0 -0.1 0.1 0.101
H 0.579237 -3.126705 -1.265042 0.0 0.1 -0.1 0.124
```
Forces are in eV/Å.

Values from the calculation:
Energy relative to the best compared isomer or geometry (same formula, charge and spin): 5.9 kcal per mole
M: 296.8 g/mol
HOMO: -7.6 eV
Electronic energy: -1304.36729 Ha
Net charge: 0
HOMO-LUMO gap: 8.3 eV

# 3
A single C15H21ClN2O3S molecule in a non-equilibrium geometry. Source: OMol25; level of theory: ωB97M-V/def2-TZVPD.

```
43
Properties=species:S:1:pos:R:3:forces:R:3:lowdin_charge:R:1
Cl -3.349317 1.115502 2.137979 -0.2 -0.2 -0.1 0.712
S 1.202083 0.305958 1.765978 -2.1 -0.1 5.5 0.765
O 1.277838 0.463309 -1.216807 0.1 0.0 0.3 0.041
O 0.773581 1.407472 2.662480 1.6 -0.8 -1.9 -0.315
O 1.262245 -0.960390 2.525472 0.8 1.5 -2.1 -0.304
N -0.953443 0.845271 -1.301401 1.9 -0.5 0.0 0.136
N -0.083281 0.205000 0.710131 3.5 -1.1 0.4 0.044
C 2.712483 0.616283 0.772091 1.3 0.6 -0.6 -0.461
C 0.085397 0.509950 -0.578272 -4.0 1.1 -3.8 -0.444
C -3.922810 -2.486911 -0.631645 -0.4 0.3 0.5 -0.078
C -3.225702 1.574676 -1.926097 0.9 0.4 0.2 -0.045
C 3.930643 0.136443 1.651432 -0.1 -0.2 -1.0 -0.036
C 2.459141 -0.080759 -0.614910 1.2 -1.4 0.8 -0.487
C -3.020709 -0.212788 -0.252304 -0.2 -0.1 0.6 -0.210
C -4.576464 -2.418572 0.625288 0.3 -0.1 -0.9 -0.082
C 3.635358 0.150541 -1.617740 -1.0 0.0 -0.2 0.004
C -2.317368 1.049527 -0.775610 0.2 -0.4 -0.7 -0.367
C 2.962313 2.113867 0.532202 -1.0 0.9 1.1 -0.057
C -3.619254 -0.199069 1.015980 -0.3 -1.2 -0.6 -0.584
C -4.426225 -1.284801 1.418608 0.2 -0.3 0.1 -0.106
C 2.344723 -1.616566 -0.427388 -1.0 -0.1 -0.5 -0.011
C -3.208896 -1.378844 -1.053971 0.4 0.6 0.5 -0.039
H 2.182442 2.536262 -0.103879 0.0 0.1 0.1 0.095
H 4.558421 -0.320436 -1.263906 -0.2 0.3 0.1 0.095
H -2.692726 2.387128 -2.424495 -0.1 0.0 0.0 0.076
H -2.749478 -1.417282 -2.029704 0.2 0.2 -0.1 0.111
H 3.368515 -0.326862 -2.571523 0.0 -0.1 0.4 0.097
H -5.198636 -3.269530 0.934397 0.3 0.6 0.1 0.107
H 2.939328 2.642405 1.518135 0.0 -0.3 -0.8 0.102
H 3.943978 0.676942 2.598789 0.0 0.2 -0.2 0.095
H 1.490988 -1.947777 0.205072 0.6 0.4 -0.4 0.091
H 3.842231 -0.899828 1.888540 -0.2 -0.8 0.3 0.060
H -0.942403 0.450419 1.114542 -1.3 0.4 0.9 0.066
H -4.173839 1.961948 -1.564944 -0.1 -0.1 0.3 0.079
H 3.244315 -2.054012 -0.018137 0.3 0.2 0.3 0.085
H -3.436071 0.802661 -2.655294 0.1 -0.2 -0.1 0.067
H 2.245388 -2.064858 -1.422992 -0.2 0.1 0.2 0.095
H 3.920440 2.353143 0.056424 -0.1 -0.6 0.2 0.093
H 3.762166 1.200263 -1.889291 0.2 0.0 0.4 0.085
H -4.897193 -1.289015 2.396624 0.1 0.2 -0.1 0.101
H -4.004274 -3.363822 -1.304434 0.0 0.6 0.7 0.112
H -2.267369 1.843491 -0.014377 -0.2 -0.4 0.0 0.101
H 4.921440 0.243659 1.128959 -1.2 0.3 0.3 0.111
```
Forces are in eV/Å.

Values from the calculation:
Energy relative to the best compared isomer or geometry (same formula, charge and spin): 52.4 kcal per mole
M: 344.9 g/mol
HOMO: -9.0 eV
Electronic energy: -1777.74443 Ha
Net charge: 0
HOMO-LUMO gap: 9.6 eV